# 1
The following is a quantum chemistry calculation of 8 unconnected molecules or ions with the total composition C12H34F3NO11S at a distorted geometry, from the Open Molecules 2025 dataset.

The geometry in XYZ format:
```
62
Properties=species:S:1:pos:R:3:forces:R:3:mulliken_charge:R:1
N 0.576773 0.287851 0.036015 0.38 -0.70 0.70 0.59
H -0.329121 -0.191743 0.294822 0.53 0.53 -0.26 0.19
H 1.336273 -0.407472 -0.000578 -0.42 0.49 -0.11 0.35
H 0.728633 0.950532 0.863668 -0.71 0.60 -0.68 -0.07
H 0.461051 0.794366 -0.857007 0.09 -0.04 0.82 0.37
C -2.276862 -1.529904 3.090196 -0.57 -0.04 -1.50 0.47
F -3.272209 -1.749740 3.957713 -0.02 0.26 0.43 -0.24
F -1.314351 -0.830809 3.640931 0.27 0.01 0.54 -0.19
F -1.798754 -2.761744 2.775940 0.27 -0.06 0.06 -0.28
S -2.900392 -0.666602 1.547169 -0.60 0.68 -0.87 1.17
O -3.173803 0.678562 1.918675 -0.39 0.12 0.89 -0.60
O -1.780491 -0.760832 0.615900 0.13 -1.21 -0.07 -0.87
O -4.054543 -1.438523 1.111405 0.27 -0.55 0.34 -0.73
C 0.165747 3.185937 1.365899 -1.72 1.29 -1.30 0.71
O -0.414186 2.036427 1.806102 2.42 1.01 -0.05 -0.75
O -0.492719 4.316474 1.511187 1.83 -2.29 0.05 -0.87
O 1.272427 3.114887 0.629638 -1.15 -0.45 1.43 -0.84
C 3.297669 -3.424417 2.079853 0.12 -1.01 -0.65 -1.50
C 2.069474 -2.659741 1.623578 1.28 1.14 -0.51 0.26
O 2.525397 -1.710205 0.622147 -0.70 -0.29 -0.32 -0.58
H 4.165084 -2.804195 2.302350 -0.39 0.44 0.80 0.36
H 3.724661 -4.004667 1.245602 -0.55 -0.14 -0.08 0.39
H 3.065918 -4.152320 2.858782 0.20 0.25 0.23 0.36
H 1.606561 -2.053697 2.406100 -0.02 -0.30 0.13 0.11
H 1.322926 -3.286253 1.138356 0.00 -0.12 0.17 0.25
H 3.476955 -1.677053 0.546478 0.21 -0.12 0.29 0.20
C 0.492580 -2.119193 -3.274861 -0.12 0.06 -0.01 -0.85
C -0.913347 -2.499696 -2.850407 0.74 -0.73 0.91 -0.28
O -1.773933 -1.380973 -2.985590 -0.33 -0.71 -0.51 -0.51
H 0.915771 -1.426316 -2.549803 0.17 -0.01 -0.06 0.07
H 0.508468 -1.643376 -4.258386 -0.17 0.05 0.02 0.24
H 1.108796 -3.016297 -3.357378 0.06 0.03 0.21 0.43
H -0.910959 -2.827189 -1.800366 0.18 0.38 0.05 0.21
H -1.188286 -3.443902 -3.349443 -0.62 0.60 -0.64 0.36
H -2.614989 -1.618721 -2.572452 0.10 0.40 0.16 0.26
C -0.531682 1.896071 -4.676415 -0.33 0.14 -0.57 -1.19
C 0.381709 1.564025 -3.515320 1.11 -0.04 -1.03 -0.34
O -0.285574 0.965522 -2.450457 -0.08 0.36 0.24 -0.08
H -1.247428 2.665874 -4.382753 -0.26 -0.30 0.13 0.23
H -1.034288 0.996145 -5.045058 -0.29 0.05 0.33 0.27
H -0.064023 2.297574 -5.583179 0.57 0.01 0.34 0.40
H 0.930376 2.452738 -3.192073 -0.61 0.15 0.56 0.41
H 1.235873 0.948243 -3.857475 -0.36 -0.39 -0.14 0.33
H -0.933965 0.277267 -2.680815 0.24 0.09 -0.34 -0.12
C 3.707532 0.432425 4.497348 0.73 0.40 0.32 -1.10
C 2.839605 1.077403 3.427960 0.12 0.20 -0.64 0.29
O 1.496747 1.112505 3.782986 -0.38 -0.15 0.00 -0.61
H 3.772960 -0.640210 4.347049 -0.18 -0.31 0.30 0.17
H 3.445560 0.671691 5.531868 -0.60 -0.15 -0.16 0.33
H 4.738530 0.812609 4.454619 -0.04 -0.07 -0.43 0.33
H 2.966390 0.480631 2.511447 0.12 0.03 -0.12 -0.10
H 3.216716 2.074794 3.166720 -0.06 0.06 0.15 0.32
H 0.935579 1.436372 3.010614 -0.21 0.14 0.32 0.29
C -3.573374 1.417272 -1.755957 -0.26 0.57 0.26 -0.78
C -2.623006 2.391488 -1.042420 -1.13 0.04 -0.06 0.35
O -3.396466 3.074239 -0.051026 0.25 -0.04 -0.23 -0.45
H -3.081465 0.949977 -2.613368 -0.27 -0.26 0.06 0.01
H -4.463670 1.979630 -2.079107 0.29 0.08 -0.45 0.42
H -4.020290 0.731001 -1.033284 0.56 -0.42 -0.06 0.17
H -2.260258 3.135589 -1.764918 0.37 -0.22 0.07 0.39
H -1.795834 1.859834 -0.581019 -0.05 0.34 0.35 -0.42
H -3.968471 3.659837 -0.558200 0.00 0.07 0.22 0.28
```
Positions in Å, forces in eV/Å.

Calculated values
LUMO = 4.15 eV
Net charge = -2
Kohn-Sham gap = 3.5 eV
HOMO energy = 0.6 eV
Energy relative to the best compared isomer or geometry (same formula, charge and spin) = 68.2 kJ/mol

# 2
The following is a quantum chemistry calculation of a molecular structure, C6H18AlN3OP at a distorted geometry, from the Open Molecules 2025 dataset.

The geometry in XYZ format:
```
30
Properties=species:S:1:pos:R:3:forces:R:3:mulliken_charge:R:1
Al 4.222124 6.906361 -20.157815 -5.40 4.98 0.47 0.43
O 5.355033 5.828781 -20.321223 3.99 -3.79 0.34 0.04
P 6.636725 5.183161 -19.851660 4.47 -4.71 -1.81 0.49
N 7.224586 4.187645 -21.216951 -0.19 1.72 1.71 0.20
C 6.557780 2.934076 -21.573865 -1.17 -0.37 0.49 -0.99
C 8.133847 4.711775 -22.324210 -0.64 1.05 1.12 -0.90
N 6.505316 4.107559 -18.534063 -2.84 0.96 0.38 0.28
C 7.513728 3.218025 -18.071243 1.71 -0.15 -0.73 -0.99
C 5.474292 4.335581 -17.435305 0.59 0.50 -0.75 -0.71
N 7.885823 6.117068 -19.240439 -0.52 1.36 -0.45 0.21
C 7.677771 7.354697 -18.460705 -0.51 -0.05 -0.27 -0.64
C 9.262108 5.632346 -19.144845 -0.26 -1.13 -0.88 -0.81
H 6.005221 2.997458 -22.511294 0.53 0.20 -0.39 0.41
H 5.796530 2.569124 -20.884350 0.01 0.49 0.65 0.37
H 7.255400 2.096591 -21.580700 0.52 0.12 -0.34 0.41
H 7.669831 4.504777 -23.288545 0.12 -0.40 0.10 0.36
H 9.158559 4.351919 -22.231678 -0.17 -0.49 -0.11 0.37
H 8.161807 5.797604 -22.233219 0.14 0.05 -0.04 0.39
H 8.272541 3.064074 -18.838458 -0.05 -0.24 0.15 0.40
H 7.968848 3.624638 -17.168122 0.27 0.41 0.30 0.45
H 7.172516 2.258761 -17.682030 -0.67 -0.27 -0.42 0.37
H 4.666707 4.998071 -17.746801 0.13 -0.05 -0.02 0.19
H 5.046014 3.407070 -17.057760 0.10 -0.24 -0.33 0.34
H 6.069329 4.772711 -16.633470 -0.23 0.16 0.32 0.41
H 8.519899 8.027767 -18.621615 0.03 -0.03 -0.31 0.34
H 6.743561 7.824422 -18.768462 -0.05 0.19 0.18 0.18
H 7.677530 7.160276 -17.388185 -0.24 -0.19 0.20 0.37
H 10.043050 6.392548 -19.126834 -0.48 0.50 -0.04 0.40
H 9.398196 4.987666 -20.013157 0.48 -0.28 0.33 0.28
H 9.324730 5.073915 -18.210857 0.34 -0.31 0.13 0.36
```
Positions in Å, forces in eV/Å.

Calculated values
LUMO = -16.75 eV
Net charge = +3
Kohn-Sham gap = 3.5 eV
HOMO energy = -20.3 eV
Energy relative to the best compared isomer or geometry (same formula, charge and spin) = 193.7 kJ/mol

# 3
The following is a quantum chemistry calculation of C4H7NO in the gas phase at a distorted geometry, from the Open Molecules 2025 dataset.

The geometry in XYZ format:
```
13
Properties=species:S:1:pos:R:3:forces:R:3:mulliken_charge:R:1
C 1.826333 0.061257 0.147887 1.43 -1.88 1.57 -0.31
C -0.011958 0.058992 0.101173 -0.35 -3.37 0.81 1.76
C -0.758487 1.310454 -0.138718 1.62 2.23 4.79 -1.28
C -0.772933 -1.304802 0.076848 1.54 0.25 -2.11 -1.29
N 1.024896 -0.007057 1.140735 0.18 1.86 0.88 -0.73
O 1.046643 -0.081054 -0.890805 -0.34 1.15 -3.07 -0.44
H 2.901698 -0.076568 0.074163 0.01 0.42 0.06 0.34
H -0.066703 2.160353 -0.285472 0.24 -0.51 0.31 0.34
H -1.374093 1.670880 0.762895 0.47 -1.02 -1.52 0.27
H -1.215385 1.281082 -1.018217 -2.77 -0.43 -3.49 0.37
H -0.109266 -2.182635 -0.129496 0.35 1.14 0.01 0.34
H -1.356498 -1.267377 -0.858986 -0.84 -0.25 0.98 0.28
H -1.134250 -1.623520 1.017989 -1.52 0.41 0.79 0.35
```
Positions in Å, forces in eV/Å.

Calculated values
LUMO = 1.01 eV
Kohn-Sham gap = 10.9 eV
HOMO energy = -9.9 eV
Energy relative to the best compared isomer or geometry (same formula, charge and spin) = 262.7 kJ/mol

# 4
The following is a quantum chemistry calculation of 2 unconnected molecules or ions with the total composition C6H14O at a distorted geometry, from the Open Molecules 2025 dataset.

The geometry in XYZ format:
```
21
Properties=species:S:1:pos:R:3:forces:R:3:mulliken_charge:R:1
C -1.540736 -0.722789 -1.049302 0.01 -0.04 -0.04 -1.47
C -1.096982 -0.311475 0.358177 -0.02 -0.05 0.07 0.92
C -2.206714 0.479483 1.052344 -0.06 0.02 0.05 -1.53
C 0.198068 0.501372 0.368614 -0.02 -0.06 0.15 -0.89
C 1.481409 -0.288202 0.206779 0.19 -0.27 1.39 0.46
C 2.736849 0.538153 0.013855 0.08 -0.05 0.15 -1.18
O 1.545952 -1.480930 0.474567 0.08 0.59 0.90 -0.61
H -2.500469 -1.249849 -1.004592 0.12 0.10 0.02 0.40
H -0.825780 -1.393286 -1.532988 -0.10 0.11 0.09 0.36
H -1.673927 0.155237 -1.696001 0.03 -0.11 0.11 0.30
H -0.891146 -1.222400 0.931936 -0.09 0.09 -0.04 0.21
H -3.132174 -0.104546 1.099529 0.12 0.08 -0.01 0.40
H -2.428281 1.408218 0.509511 0.05 -0.13 0.06 0.32
H -1.924122 0.749248 2.076614 -0.05 -0.04 -0.14 0.38
H 0.369134 0.894280 1.382199 -0.24 0.19 0.00 0.36
H 0.131542 1.381168 -0.291410 0.21 -0.31 0.04 0.42
H 1.262752 -0.439076 -1.683104 -0.05 -0.49 -1.11 0.19
H 3.035916 0.726357 1.048335 0.27 0.19 -0.04 0.36
H 2.601485 1.500977 -0.492891 -0.18 -0.28 0.11 0.33
H 3.530520 -0.033235 -0.471881 -0.19 -0.02 0.12 0.34
H 1.326699 -1.088706 -1.300295 -0.16 0.47 -1.89 -0.12
```
Positions in Å, forces in eV/Å.

Calculated values
LUMO = 1.03 eV
Kohn-Sham gap = 10.6 eV
HOMO energy = -9.5 eV
Energy relative to the best compared isomer or geometry (same formula, charge and spin) = 206.1 kJ/mol

# 5
The following is a quantum chemistry calculation of C11H22N2O2 in the gas phase at a distorted geometry, from the Open Molecules 2025 dataset.

The geometry in XYZ format:
```
37
Properties=species:S:1:pos:R:3:forces:R:3:mulliken_charge:R:1
C 0.989614 -2.757340 -1.109256 0.42 0.24 -0.80 -0.98
C 1.547008 -1.549569 -1.003770 1.68 -1.14 0.17 -0.69
C -2.535721 0.912005 0.609133 1.32 0.52 0.13 -2.04
C -2.205247 -0.513515 -1.410150 -1.62 0.45 0.06 -1.43
C -0.558869 2.393774 -0.793299 -1.51 -2.35 -1.44 -2.14
C 2.946249 -0.710366 0.886272 2.57 -2.26 -0.84 -1.84
C 1.022531 1.359565 1.531063 -0.82 0.94 -1.27 -1.95
C -1.496408 0.106368 -0.208265 -0.81 -0.19 1.17 0.87
C -0.251418 0.913754 -0.669549 0.62 -0.64 -0.65 0.27
C 1.566257 -0.817046 0.331993 -1.50 1.56 -0.78 1.43
C 1.039856 0.744790 0.094814 -0.68 -1.73 3.55 0.23
N 0.718603 -1.445000 1.377010 3.86 1.66 0.52 -0.58
N 2.111938 1.413394 -0.554217 2.21 1.68 -1.42 1.29
O 2.897482 2.013686 0.176287 0.09 -0.02 -1.40 -0.65
O 2.223158 1.366590 -1.777927 -0.05 -0.14 0.71 -0.66
H 1.186614 -3.511257 -1.900137 -0.27 0.95 0.42 0.28
H 0.334626 -3.026818 -0.313658 -0.42 -0.66 0.29 0.31
H 2.357659 -1.251675 -1.697782 -0.86 0.06 0.17 0.33
H -3.232805 0.286924 1.150523 -0.56 -0.27 -0.58 0.44
H -2.031479 1.418320 1.430340 0.18 0.29 0.04 0.42
H -2.941172 1.665059 -0.037802 -0.96 0.35 0.01 0.46
H -3.161003 -0.887847 -0.943292 0.72 -0.07 -0.92 0.45
H -2.563097 0.318187 -2.163957 1.05 -1.74 1.14 0.24
H -1.634929 -1.373738 -1.838077 -0.51 0.97 -0.08 0.28
H -0.955872 2.534696 0.141782 -1.02 1.85 1.91 0.73
H 0.243679 3.005394 -1.046815 1.34 0.99 -0.37 0.42
H -1.335510 2.404855 -1.563655 -0.02 0.76 0.16 0.38
H 2.848392 -0.531372 1.922062 0.28 1.10 1.07 0.61
H 3.818971 -0.177083 0.355201 -1.89 -0.49 0.82 0.25
H 3.289012 -1.764528 0.937417 0.11 0.20 -0.31 0.55
H 1.996311 1.266884 2.008818 -0.54 0.37 0.00 0.51
H 0.606075 2.405064 1.506895 0.92 -0.91 0.12 0.40
H 0.320700 0.755477 2.013314 -1.08 -0.76 1.24 0.51
H -1.384698 -0.668920 0.583091 0.87 0.16 -1.17 0.15
H -0.052402 0.579645 -1.675529 0.27 -0.49 -0.34 0.77
H -0.124534 -1.576712 0.968504 -2.94 -1.40 -0.73 0.09
H 1.173287 -2.223521 1.853753 -0.46 0.15 -0.58 0.30
```
Positions in Å, forces in eV/Å.

Calculated values
LUMO = 0.31 eV
Kohn-Sham gap = 10.0 eV
HOMO energy = -9.7 eV
Energy relative to the best compared isomer or geometry (same formula, charge and spin) = 685.0 kJ/mol